Molecular formula: C21H26ClCrP2
Method: DFT, wB97M-V/def2-TZVPD

Summary:
Gap between HOMO and LUMO (spin up / spin down): 6.4 / 7.4 eV
Energy relative to the best compared isomer or geometry (same formula, charge and spin): 31.72 kJ/mol
Spin multiplicity: 4
Charge: +2

Each line ends with the natural charge from an NBO analysis.
Element x y z (Å)
Cr  -0.896  -0.913  0.937  0.635
Cl  -1.094  0.916  2.436  -0.372
P  0.087  0.642  -0.311  1.305
C  -1.581  -0.213  -0.841  -0.524
C  -1.365  -1.013  -2.021  -0.086
C  -2.438  -1.666  -2.592  -0.215
C  -3.729  -1.511  -2.087  -0.094
C  -3.982  -0.646  -1.023  -0.202
C  -2.943  0.029  -0.398  -0.165
C  -0.361  2.453  -0.355  -0.383
C  0.424  3.331  0.420  -0.182
C  0.242  4.697  0.273  -0.173
C  -0.756  5.194  -0.556  -0.147
C  -1.532  4.338  -1.315  -0.214
C  -1.369  2.958  -1.216  -0.136
C  1.579  0.265  -1.126  -0.548
C  2.669  -0.511  -0.674  -0.153
C  3.844  -0.528  -1.421  -0.197
C  3.865  0.036  -2.719  -0.113
C  2.766  0.759  -3.209  -0.218
C  1.646  0.894  -2.392  -0.089
H  1.152  2.867  1.103  0.230
H  0.904  5.321  0.829  0.241
H  -0.929  6.250  -0.537  0.245
H  -2.260  4.757  -1.990  0.243
H  -1.997  2.295  -1.832  0.216
H  -0.356  -1.205  -2.400  0.235
H  -2.305  -2.357  -3.420  0.255
H  -4.557  -2.070  -2.504  0.256
H  -4.994  -0.508  -0.664  0.261
H  -3.107  0.729  0.435  0.273
H  2.567  -1.085  0.243  0.225
H  4.742  -0.999  -1.005  0.251
H  4.758  -0.128  -3.345  0.253
H  2.812  1.204  -4.223  0.257
H  0.837  1.509  -2.756  0.225
H  -0.471  -2.533  -0.224  0.035
H  0.247  -2.260  -0.118  0.094
C  -1.157  -2.768  2.523  -0.956
P  0.642  -2.248  2.515  0.874
C  1.337  -0.987  3.713  -0.904
C  1.611  -3.446  3.470  -0.912
H  -1.968  -2.239  1.956  0.191
H  -1.459  -2.716  3.561  0.302
H  -1.207  -3.793  2.111  0.291
H  0.930  -0.966  4.746  0.274
H  2.455  -1.097  3.567  0.256
H  1.012  0.011  3.342  0.251
H  1.154  -3.673  4.464  0.276
H  1.918  -4.406  3.070  0.266
H  2.611  -2.969  3.561  0.266